The following is a quantum chemistry calculation of a 2-piece molecular cluster, C4H13N2O overall in a non-equilibrium geometry, from the Open Molecules 2025 dataset.

```
20
Properties=species:S:1:pos:R:3:nbo_charge:R:1
C -2.60 0.77 0.39 -0.607
C -1.74 1.12 -0.83 -0.403
C -0.26 1.36 -0.52 -0.205
N 0.42 0.09 -0.40 -0.643
C 1.63 -0.19 -1.00 0.042
N 2.41 -1.27 -0.62 -0.861
H -2.33 -0.19 0.85 0.194
H -2.60 1.52 1.17 0.202
H -3.63 0.63 0.07 0.208
H -1.79 0.35 -1.59 0.212
H -2.21 2.03 -1.21 0.193
H 0.23 1.87 -1.35 0.200
H -0.18 1.89 0.44 0.176
H 0.27 -0.49 0.41 0.401
H 2.05 0.58 -1.65 0.143
H 3.17 -1.54 -1.20 0.382
H 2.52 -1.54 0.35 0.357
H 0.82 -1.57 2.97 0.480
H -0.53 -2.02 2.40 0.480
O 0.26 -1.50 2.17 -0.950
```

The energy above the lowest of the compared OMol25 structures with the same formula, charge and spin comes out at 10.51 kJ/mol. The HOMO energy (spin up / spin down) is -0.160 / -0.309 hartree. Its spin multiplicity is 2.